[1]
{
  "formula": "C3H5NO2",
  "method": "wB97M-V/def2-TZVPD",
  "e_lumo_ev": 0.854,
  "homo_energy_ev": -9.191,
  "total_energy_ev": -8773.1819,
  "de_lowest_kcal_mol": 104.07,
  "charge": 0,
  "species": ["O", "C", "C", "N", "C", "O", "H", "H", "H", "H", "H"],
  "positions_angstrom": [[1.79985, -1.32807, -0.36579], [1.61585, -0.39247, 0.37469], [0.41295, 0.51931, 0.27862], [-0.52523, 0.06937, -0.71986], [-2.14330, -0.25408, -0.31126], [-2.38679, -0.40012, 0.83433], [2.34383, -0.13761, 1.17115], [-0.08836, 0.53621, 1.25945], [0.78001, 1.53783, 0.08424], [-0.13588, -0.61499, -1.37063], [-1.67295, 0.46464, -1.23494]],
  "lowdin_charge": [0.052, -0.237, -0.202, -0.068, -0.204, 0.039, 0.124, 0.122, 0.126, 0.104, 0.143]
}



[2]
{
  "formula": "C36H48NOP2Ru",
  "method": "wB97M-V/def2-TZVPD",
  "e_lumo_ev": [-11.267, -11.181],
  "homo_energy_ev": [-16.962, -16.979],
  "total_energy_ev": -62782.2044,
  "charge": 3,
  "species": ["Ru", "C", "C", "C", "C", "C", "C", "H", "H", "H", "H", "H", "C", "P", "C", "C", "C", "C", "C", "C", "C", "C", "C", "C", "C", "C", "H", "H", "H", "H", "H", "H", "H", "H", "H", "H", "H", "H", "H", "C", "C", "C", "C", "P", "C", "C", "C", "C", "C", "C", "C", "C", "C", "C", "H", "H", "H", "H", "H", "H", "H", "H", "H", "H", "H", "H", "H", "H", "H", "H", "H", "H", "H", "H", "H", "H", "H", "C", "N", "C", "C", "O", "H", "H", "H", "H", "H", "H", "H"],
  "positions_angstrom": [[-0.05591, 0.38339, -0.67842], [3.97682, 1.64860, -2.69686], [2.77009, 1.82151, -3.37889], [1.59245, 1.38261, -2.81507], [1.60353, 0.79490, -1.52807], [2.83624, 0.62180, -0.84915], [4.00745, 1.03593, -1.43980], [4.89982, 1.98705, -3.14991], [2.76648, 2.28978, -4.35449], [0.66305, 1.50254, -3.35463], [2.86783, 0.13618, 0.11807], [4.95297, 0.88677, -0.93508], [-0.11183, 3.66021, -0.33627], [-0.03846, 2.24594, 0.78895], [-1.44592, 2.35542, 1.89182], [-2.72630, 2.01546, 1.44719], [-3.81841, 2.20969, 2.27341], [-3.64111, 2.75152, 3.54192], [-2.37314, 3.10733, 3.98044], [-1.27101, 2.91234, 3.16260], [1.46873, 2.38098, 1.73486], [2.45089, 3.31502, 1.39358], [3.59510, 3.41958, 2.16588], [3.76228, 2.60676, 3.28001], [2.77277, 1.70040, 3.64236], [1.62454, 1.58959, 2.87694], [-0.20905, 4.56084, 0.27377], [-0.98820, 3.57522, -0.97370], [0.78739, 3.72098, -0.94814], [-2.87509, 1.62539, 0.44770], [-4.81143, 1.94840, 1.93173], [-4.49667, 2.90606, 4.18595], [-2.23936, 3.54104, 4.96231], [-0.28818, 3.19617, 3.51483], [2.33364, 3.96837, 0.53960], [4.34930, 4.15232, 1.91124], [4.65228, 2.70391, 3.88831], [2.88310, 1.11150, 4.54330], [0.81209, 0.95615, 3.20953], [0.01356, -4.38002, -1.81245], [0.23539, -2.84975, -1.78992], [-0.83363, -2.17166, -2.66226], [1.61876, -2.57679, -2.39699], [0.14083, -2.04885, -0.09725], [1.50898, -2.65434, 0.89722], [1.90743, -3.99113, 0.81047], [2.89606, -4.47233, 1.65396], [3.49574, -3.63345, 2.58336], [3.09922, -2.30589, 2.67456], [2.10724, -1.82398, 1.83852], [-1.46062, -2.28038, 0.82708], [-1.16021, -2.00297, 2.30572], [-2.10234, -3.65980, 0.68156], [-2.41816, -1.20291, 0.30971], [-0.42899, -4.64024, -2.77592], [-0.64566, -4.76219, -1.04049], [0.96138, -4.91191, -1.75459], [-0.69610, -2.48375, -3.69914], [-0.72378, -1.07634, -2.64704], [-1.85004, -2.43005, -2.36612], [1.67400, -3.10721, -3.34968], [2.42504, -2.94994, -1.76504], [1.79012, -1.52116, -2.60302], [1.44810, -4.67085, 0.10716], [3.19554, -5.50943, 1.58466], [4.26704, -4.01585, 3.23852], [3.56138, -1.65210, 3.40152], [1.79408, -0.79913, 1.91535], [-0.49479, -2.74943, 2.73571], [-2.10106, -2.02989, 2.85827], [-0.71828, -1.01211, 2.45540], [-1.44758, -4.45898, 1.03342], [-2.41521, -3.87290, -0.33995], [-2.99685, -3.67852, 1.30780], [-2.02263, -0.19082, 0.47965], [-3.34763, -1.24125, 0.88314], [-2.67441, -1.32623, -0.74261], [-4.15156, 2.03047, -2.22087], [-3.21466, 1.47171, -3.20537], [-3.70369, 1.32102, -4.58616], [-2.00403, 1.15200, -2.88458], [-1.53677, 1.32222, -1.70264], [-4.92237, 2.57724, -2.75546], [-3.62987, 2.70589, -1.54794], [-4.61532, 1.22297, -1.65431], [-3.86454, 2.30650, -5.01960], [-4.64564, 0.77721, -4.56721], [-2.98120, 0.76942, -5.18211], [-1.37104, 0.76022, -3.68189]],
  "lowdin_charge": [1.030, 0.003, -0.035, -0.087, -0.337, -0.092, -0.030, 0.131, 0.128, 0.088, 0.089, 0.130, -0.180, 0.994, -0.350, -0.114, -0.041, -0.021, -0.026, -0.060, -0.380, -0.066, -0.030, -0.018, -0.041, -0.125, 0.089, 0.046, 0.054, 0.063, 0.121, 0.128, 0.128, 0.111, 0.107, 0.127, 0.129, 0.124, 0.105, -0.054, -0.645, -0.086, -0.066, 1.164, -0.355, -0.056, -0.022, -0.018, -0.035, -0.120, -0.669, -0.066, -0.054, -0.112, 0.109, 0.062, 0.087, 0.112, 0.026, 0.086, 0.112, 0.091, 0.059, 0.091, 0.129, 0.129, 0.116, 0.057, 0.096, 0.110, 0.069, 0.099, 0.084, 0.109, 0.008, 0.117, 0.072, 0.028, -0.117, 0.027, -0.240, -0.224, 0.113, 0.091, 0.114, 0.117, 0.116, 0.103, 0.145]
}



[3]
{
  "formula": "C42H108CrF6N8O13P",
  "method": "wB97M-V/def2-TZVPD",
  "e_lumo_ev": [0.271, 0.184],
  "homo_energy_ev": [-4.489, -8.207],
  "total_energy_ev": -137854.2882,
  "charge": 0,
  "multiplicity": 6,
  "species": ["Cr", "P", "F", "F", "F", "F", "F", "F", "C", "O", "C", "C", "N", "C", "C", "O", "C", "H", "H", "H", "H", "H", "H", "H", "H", "H", "H", "H", "H", "H", "H", "H", "C", "O", "C", "C", "N", "C", "C", "O", "C", "H", "H", "H", "H", "H", "H", "H", "H", "H", "H", "H", "H", "H", "H", "H", "C", "O", "C", "C", "N", "C", "C", "O", "C", "H", "H", "H", "H", "H", "H", "H", "H", "H", "H", "H", "H", "H", "H", "H", "C", "O", "C", "C", "N", "C", "C", "O", "C", "H", "H", "H", "H", "H", "H", "H", "H", "H", "H", "H", "H", "H", "H", "H", "C", "O", "C", "C", "N", "C", "C", "O", "C", "H", "H", "H", "H", "H", "H", "H", "H", "H", "H", "H", "H", "H", "H", "H", "C", "C", "C", "O", "C", "N", "H", "H", "H", "H", "H", "H", "H", "H", "H", "H", "H", "C", "C", "C", "O", "C", "N", "H", "H", "H", "H", "H", "H", "H", "H", "H", "H", "H", "C", "C", "C", "O", "C", "N", "H", "H", "H", "H", "H", "H", "H", "H", "H", "H", "H"],
  "positions_angstrom": [[-16.86644, 23.69889, 7.51581], [-19.66588, 26.10605, 6.72630], [-20.79459, 27.30102, 6.44199], [-18.45335, 27.01830, 6.23705], [-19.47942, 26.72068, 8.23271], [-18.65686, 24.86226, 7.03736], [-20.86873, 25.12573, 7.24597], [-19.93191, 25.52988, 5.18870], [-15.31489, 26.70295, 6.83378], [-15.92745, 25.70136, 7.68843], [-15.90503, 26.10767, 9.07417], [-16.09431, 24.91821, 10.04590], [-17.24043, 24.07165, 9.70202], [-18.54565, 24.61313, 10.11949], [-18.86946, 24.21680, 11.58277], [-19.08191, 22.80543, 11.60560], [-19.51072, 22.27228, 12.84471], [-14.26561, 26.79786, 7.11324], [-15.90894, 27.61588, 6.87564], [-15.32086, 26.41419, 5.78274], [-16.63119, 26.90537, 9.23057], [-14.91680, 26.50346, 9.30838], [-16.09727, 25.24000, 11.08731], [-15.18043, 24.34314, 9.89686], [-17.12036, 23.26691, 10.30041], [-19.40376, 24.44581, 9.46852], [-18.48589, 25.70128, 10.14100], [-19.68720, 24.80656, 11.99702], [-17.95969, 24.38016, 12.16047], [-19.78221, 21.21670, 12.83256], [-20.36180, 22.89416, 13.12228], [-18.77455, 22.31994, 13.64712], [-13.20871, 29.47245, 8.59946], [-14.58525, 29.24544, 8.56193], [-15.54883, 30.29281, 8.71928], [-16.85062, 29.63098, 9.20635], [-16.82739, 29.33240, 10.65066], [-18.04467, 28.73096, 11.20097], [-17.86893, 28.11524, 12.59871], [-17.01392, 26.95178, 12.56567], [-16.71255, 26.47816, 13.87668], [-12.73623, 28.51805, 8.36714], [-13.04597, 29.92060, 9.57966], [-12.93546, 30.19948, 7.83471], [-15.68282, 30.73823, 7.73352], [-15.11754, 31.00798, 9.41973], [-16.92873, 28.67782, 8.68340], [-17.74140, 30.22359, 8.99798], [-16.07033, 28.68000, 10.79673], [-18.46573, 27.99346, 10.51767], [-18.83143, 29.47720, 11.31154], [-18.84499, 27.83238, 12.99295], [-17.38850, 28.90015, 13.18282], [-17.58457, 26.02408, 14.34731], [-16.26815, 27.16990, 14.59229], [-16.00725, 25.66802, 13.69142], [-17.08640, 30.15326, 5.02290], [-16.14022, 30.11542, 3.99501], [-14.75613, 30.17578, 4.45712], [-13.86102, 30.41639, 3.28289], [-12.45934, 30.00763, 3.61725], [-11.46153, 30.47461, 2.69212], [-11.80437, 30.17331, 1.21330], [-12.48085, 31.32283, 0.64136], [-13.22686, 30.87913, -0.50509], [-18.08221, 29.90975, 4.65260], [-17.02337, 31.12360, 5.51543], [-16.89696, 29.31925, 5.69865], [-14.51450, 29.25662, 4.99084], [-14.72417, 31.03029, 5.13305], [-13.83458, 31.49130, 3.10408], [-14.25723, 29.95942, 2.37608], [-12.27690, 30.20719, 4.59038], [-10.49054, 30.04091, 2.93129], [-11.18471, 31.51103, 2.88525], [-12.23773, 29.17479, 1.15640], [-10.85073, 30.12560, 0.68757], [-13.94481, 31.65907, -0.75875], [-13.84621, 29.98745, -0.40805], [-12.69876, 30.71311, -1.44404], [-22.13688, 30.09193, 7.07330], [-22.13162, 30.45109, 8.45615], [-21.33131, 31.65778, 8.56624], [-21.51542, 32.21883, 9.99761], [-20.66565, 31.40182, 10.86797], [-21.09694, 31.65535, 12.28676], [-20.96855, 33.07171, 12.86227], [-21.94577, 34.02069, 12.40577], [-21.78374, 35.33533, 12.89669], [-21.14953, 29.83667, 6.68849], [-22.57891, 30.90679, 6.49997], [-22.71039, 29.17024, 6.97489], [-21.69638, 32.33355, 7.79285], [-20.31091, 31.45483, 8.24111], [-22.52087, 32.27796, 10.41433], [-21.14164, 33.24256, 10.01689], [-20.66070, 30.40307, 10.71777], [-20.55158, 30.99361, 12.95965], [-22.13797, 31.36925, 12.43674], [-20.00619, 33.39821, 12.46815], [-20.98680, 33.04601, 13.95181], [-22.60584, 35.97018, 12.56619], [-20.86924, 35.78814, 12.51360], [-21.75511, 35.32054, 13.98620], [-16.16878, 21.22229, 11.34045], [-16.83945, 21.57959, 10.08481], [-17.70849, 20.62266, 9.58766], [-18.65548, 21.24159, 8.57605], [-17.96519, 21.84813, 7.41770], [-18.97925, 22.17721, 6.39972], [-18.29373, 22.69820, 5.14478], [-17.26173, 23.59220, 5.44212], [-16.81169, 24.32004, 4.26720], [-15.85627, 22.17320, 11.77198], [-15.28871, 20.60240, 11.16927], [-16.84682, 20.76474, 12.06087], [-18.36905, 20.14293, 10.30990], [-17.06112, 19.83821, 9.19567], [-19.22302, 22.03859, 9.05648], [-19.38084, 20.48602, 8.27428], [-17.48671, 21.05481, 7.01544], [-19.67051, 22.94844, 6.73952], [-19.62741, 21.31704, 6.23210], [-19.06788, 23.19900, 4.56340], [-17.93188, 21.85989, 4.54946], [-17.54543, 25.11101, 4.11197], [-16.68294, 23.65649, 3.41209], [-15.83035, 24.77117, 4.41396], [-22.48615, 28.09665, 11.83648], [-21.86243, 27.64343, 10.52998], [-22.84552, 27.35431, 9.37889], [-23.49781, 26.12894, 9.71508], [-24.51495, 25.81019, 8.84168], [-20.96200, 28.67615, 10.11779], [-22.97409, 29.06091, 11.69429], [-21.71247, 28.16305, 12.60139], [-23.24452, 27.38759, 12.16846], [-21.21816, 26.77558, 10.67088], [-22.25077, 27.16941, 8.48437], [-23.55302, 28.16441, 9.20201], [-25.09858, 24.99011, 9.25995], [-24.00805, 25.36249, 7.98687], [-25.17235, 26.64511, 8.59911], [-20.51828, 28.20596, 9.34182], [-21.53369, 29.39598, 9.69931], [-23.40936, 24.75594, 4.79065], [-23.25786, 26.00419, 3.84605], [-23.62600, 27.33283, 4.44078], [-25.00735, 27.36369, 4.80683], [-25.27766, 28.40880, 5.77406], [-21.85561, 26.14981, 3.35951], [-23.06881, 24.94728, 5.80826], [-22.97389, 23.83031, 4.41427], [-24.49659, 24.68294, 4.76426], [-23.75822, 25.80384, 2.89863], [-23.46358, 28.19636, 3.79576], [-23.04734, 27.35829, 5.36415], [-24.74034, 28.31482, 6.71776], [-26.34120, 28.25961, 5.96046], [-25.24035, 29.41707, 5.36163], [-21.14024, 26.03432, 4.06308], [-21.60004, 25.36171, 2.78188], [-22.97415, 22.45060, 7.47385], [-22.46454, 21.22043, 8.16323], [-23.50054, 20.56165, 9.11414], [-23.03661, 19.41576, 9.83127], [-22.05396, 19.75450, 10.87727], [-22.07796, 20.21439, 7.14446], [-22.30049, 22.93629, 6.76789], [-23.17638, 23.18670, 8.25190], [-23.89758, 22.25538, 6.92864], [-21.53757, 21.55902, 8.62603], [-24.35265, 20.32750, 8.47603], [-23.93996, 21.28799, 9.79784], [-21.10017, 20.06072, 10.44761], [-21.83627, 18.92452, 11.54947], [-22.49001, 20.60806, 11.39632], [-22.93374, 20.00286, 6.65152], [-21.81229, 19.29801, 7.47578]],
  "lowdin_charge": [0.521, 0.304, -0.174, -0.109, -0.157, -0.183, -0.158, -0.176, -0.046, -0.266, -0.161, -0.159, -0.086, -0.148, -0.163, -0.208, -0.100, 0.093, 0.065, 0.079, 0.095, 0.125, 0.105, 0.121, 0.051, 0.109, 0.094, 0.125, 0.108, 0.081, 0.087, 0.082, -0.101, -0.259, -0.166, -0.174, -0.040, -0.211, -0.179, -0.223, -0.115, 0.087, 0.090, 0.078, 0.099, 0.121, 0.084, 0.120, 0.093, 0.084, 0.088, 0.118, 0.121, 0.082, 0.087, 0.080, -0.120, -0.193, -0.198, -0.184, -0.071, -0.226, -0.205, -0.178, -0.125, 0.094, 0.087, 0.061, 0.117, 0.116, 0.120, 0.120, 0.098, 0.108, 0.113, 0.123, 0.113, 0.083, 0.080, 0.079, -0.090, -0.237, -0.171, -0.181, -0.049, -0.197, -0.208, -0.217, -0.115, 0.087, 0.092, 0.053, 0.108, 0.119, 0.117, 0.111, 0.024, 0.109, 0.103, 0.121, 0.118, 0.086, 0.083, 0.081, -0.029, -0.249, -0.221, -0.171, -0.095, -0.181, -0.214, -0.306, -0.025, 0.086, 0.090, 0.086, 0.118, 0.130, 0.110, 0.113, 0.123, 0.101, 0.116, 0.126, 0.129, 0.096, 0.095, 0.081, -0.039, -0.412, -0.166, -0.181, -0.127, 0.036, 0.077, 0.069, 0.075, 0.134, 0.104, 0.126, 0.089, 0.069, 0.086, 0.061, 0.036, -0.045, -0.387, -0.207, -0.191, -0.093, 0.026, 0.043, 0.073, 0.071, 0.131, 0.131, 0.100, 0.058, 0.084, 0.084, 0.011, 0.057, -0.068, -0.426, -0.199, -0.191, -0.060, 0.041, 0.058, 0.076, 0.089, 0.109, 0.124, 0.116, 0.060, 0.086, 0.084, 0.066, 0.065]
}



[4]
{
  "formula": "C2H2N3O",
  "method": "wB97M-V/def2-TZVPD",
  "e_lumo_ev": [-8.967, -9.475],
  "homo_energy_ev": [-16.856, -16.757],
  "total_energy_ev": -8607.7152,
  "de_lowest_kcal_mol": 164.63,
  "charge": 1,
  "species": ["C", "C", "N", "N", "N", "O", "H", "H"],
  "positions_angstrom": [[0.56560, -0.50759, -0.57473], [0.02699, 0.16148, 2.09496], [1.37332, -0.75675, 0.38075], [0.76688, -0.49470, 1.47858], [-0.29210, 0.44821, -0.37734], [-1.50039, 0.46131, -0.72669], [0.84797, -0.69109, -1.53068], [-1.78827, 1.37913, -0.74485]],
  "lowdin_charge": [-0.095, 0.192, 0.183, -0.016, 0.130, 0.268, 0.146, 0.192]
}